[1]
Computed, not measured: a molecular structure, C36H30O8P4RhS, with ωB97M-V/def2-TZVPD.

LUMO level (spin up / spin down)	-0.167 / -0.167	Ha
HOMO level (spin up / spin down)	-11.43 / -11.43	eV
E_tot	-105199.698	eV

Geometry as ORCA input:
```
! RIJCOSX wB97M-V def2-TZVPD def2/J DEFGRID3
* xyz 1 1
Rh 0.06999 0.08331 0.68607
O -0.79399 3.25671 0.73126
S -0.11968 2.19610 0.00153
C 1.53545 2.69846 -0.40857
C 1.78638 4.03731 -0.66533
C 3.06418 4.40558 -1.05890
C 4.05891 3.44485 -1.19384
C 3.80350 2.11549 -0.89144
C 2.53527 1.73145 -0.46762
P 2.19795 0.02728 0.07302
C 2.31316 -1.00433 -1.38879
C 3.32270 -1.94661 -1.56320
C 3.35223 -2.71242 -2.71927
C 2.37832 -2.54752 -3.69274
C 1.37448 -1.60163 -3.52551
C 1.34241 -0.82839 -2.37857
C 3.40187 -0.41923 1.30736
C 3.61331 -1.76877 1.60570
C 4.45927 -2.11540 2.64421
C 5.07922 -1.12633 3.39489
C 4.85502 0.21413 3.11307
C 4.01352 0.57376 2.07627
C -0.91108 1.98021 -1.60338
C -0.60227 2.76725 -2.70084
C -1.31180 2.58252 -3.88022
C -2.32147 1.63394 -3.94922
C -2.63319 0.85556 -2.84164
C -1.93407 1.02323 -1.65408
P -2.20832 -0.00798 -0.17548
C -2.90247 -1.57473 -0.70927
C -4.27603 -1.79174 -0.78214
C -4.75143 -3.02141 -1.21295
C -3.86153 -4.02529 -1.56856
C -2.49112 -3.81167 -1.48744
C -2.00820 -2.58970 -1.05110
C -3.42683 0.84558 0.83543
C -3.71393 0.28916 2.08374
C -4.63822 0.90511 2.90849
C -5.26210 2.07733 2.49882
C -4.96299 2.63760 1.26628
C -4.04146 2.02529 0.42981
H 0.99639 4.76759 -0.54362
H 3.28494 5.44466 -1.26200
H 5.04973 3.73914 -1.51273
H 4.59858 1.38261 -0.95511
H 4.08474 -2.08345 -0.80813
H 4.13721 -3.44389 -2.85499
H 2.40353 -3.15418 -4.58817
H 0.62002 -1.46568 -4.28911
H 0.56509 -0.08051 -2.26392
H 3.09834 -2.54540 1.05511
H 4.61097 -3.15972 2.87967
H 5.72570 -1.40090 4.21763
H 5.31486 0.98249 3.71882
H 3.81204 1.62014 1.89489
H 0.19274 3.49848 -2.65477
H -1.06743 3.17792 -4.74946
H -2.86817 1.49550 -4.87238
H -3.41158 0.10464 -2.90203
H -4.96897 -1.00898 -0.49894
H -5.81751 -3.19652 -1.26691
H -4.23779 -4.98516 -1.89686
H -1.80054 -4.60423 -1.74245
H -0.93978 -2.43756 -0.93878
H -3.20256 -0.61006 2.40625
H -4.86734 0.47777 3.87550
H -5.98028 2.55973 3.14853
H -5.44448 3.55483 0.95555
H -3.80444 2.47057 -0.52804
O -0.84836 0.31493 3.96229
P 0.71781 0.09510 3.70990
O 1.57171 0.57708 4.78634
O 0.96784 0.76894 2.31889
O 0.83967 -1.48684 3.48304
P 0.21460 -2.50863 2.39249
O -1.37208 -2.28764 2.50414
O 0.65662 -3.87032 2.65978
O 0.54803 -1.87776 1.02396
H -1.01145 0.54335 4.88607
H -1.75332 -2.88207 3.16367
*
```

[2]
Computed, not measured: a molecular structure, C36H31Br2O2PdS2, with ωB97M-V/def2-TZVPD.

energy above the lowest of the compared OMol25 structures with the same formula, charge and spin	69.9	kJ/mol
LUMO level	-0.138	Ha
HOMO level	-10.63	eV
E_tot	-207158.434	eV

Geometry as ORCA input:
```
! RIJCOSX wB97M-V def2-TZVPD def2/J DEFGRID3
* xyz 1 1
Pd 0.44643 -1.77455 1.65933
Br 2.66363 -1.55586 3.64238
C 1.43427 -1.75131 5.11826
Br -0.38883 -1.84712 4.50101
H 1.52893 -0.88091 5.75324
H 1.66435 -2.67552 5.63048
C -6.39821 -0.49645 4.05177
C -5.22744 -0.86671 3.18531
C -4.16422 0.01777 3.00358
C -3.09421 -0.30227 2.18545
C -3.10055 -1.53229 1.54068
C -4.13541 -2.43998 1.70510
C -5.19575 -2.09429 2.52847
S -1.73397 -2.04565 0.52740
O -2.08630 -3.33919 -0.09759
C -1.68258 -0.79781 -0.73739
C -2.91073 -0.36905 -1.28664
C -2.90632 0.53330 -2.30215
C -1.68562 1.02710 -2.82676
C -1.67460 1.95604 -3.89507
C -0.49697 2.40326 -4.41898
C 0.73044 1.94120 -3.89806
C 0.75281 1.05453 -2.86051
C -0.45611 0.57730 -2.28924
C -0.47285 -0.34239 -1.19516
C 0.86815 -0.81493 -0.70159
C 1.50234 -1.86105 -1.46327
C 0.76667 -2.64201 -2.38684
C 1.37490 -3.64484 -3.08933
C 2.74812 -3.91020 -2.91613
C 3.48235 -3.16671 -2.03656
C 2.87773 -2.13046 -1.28862
C 3.63182 -1.35121 -0.36832
C 3.02847 -0.38703 0.37213
C 1.64095 -0.11508 0.21194
S 0.99757 1.19350 1.30253
O -0.46631 1.31156 1.06134
C 1.81565 2.59923 0.59336
C 3.01817 3.00612 1.15268
C 3.67261 4.10382 0.61505
C 3.12213 4.81024 -0.45111
C 3.81393 6.02099 -1.01161
C 1.89449 4.39645 -0.96929
C 1.23310 3.29618 -0.45510
H -6.13919 0.29557 4.75228
H -6.75733 -1.35649 4.61575
H -7.22600 -0.13918 3.43604
H -4.17640 0.97635 3.50747
H -2.28243 0.39930 2.03421
H -4.09942 -3.39209 1.19309
H -6.01185 -2.79334 2.66421
H -3.83971 -0.75791 -0.89095
H -3.83845 0.87939 -2.73064
H -2.62036 2.29937 -4.29528
H -0.50148 3.10721 -5.24049
H 1.66096 2.29336 -4.32357
H 1.70398 0.71850 -2.46864
H -0.29001 -2.45499 -2.52598
H 0.79656 -4.23950 -3.78359
H 3.21915 -4.70277 -3.48179
H 4.53866 -3.36031 -1.89634
H 4.69198 -1.54496 -0.26224
H 3.60015 0.20153 1.08027
H 3.43235 2.47999 2.00487
H 4.61482 4.42766 1.03905
H 4.86357 6.04503 -0.72428
H 3.34411 6.93443 -0.64255
H 3.75229 6.03719 -2.09946
H 1.44817 4.94760 -1.78859
H 0.27086 2.98482 -0.84052
C 0.81181 -3.65653 1.11164
H 0.23206 -3.85935 0.21735
H 0.47705 -4.22509 1.97749
H 1.89108 -3.65850 0.96511
*
```

Which of these has the highest E_tot? C36H30O8P4RhS

Among the records above, which one has the lowest E_tot? C36H31Br2O2PdS2

The lowest E_tot belongs to which entry? C36H31Br2O2PdS2